Record 1
ORCA calculation (ωB97M-V with the def2-TZVPD basis set) on C3H7O2Sc as an isolated structure in a non-equilibrium geometry.

Cartesian coordinates (Å):
1 O 2.509518 0.170834 -0.351822
2 C 1.523394 -0.390664 0.426822
3 C 0.138319 -0.352810 -0.205369
4 O -0.617045 0.572383 0.542459
5 C -2.005651 0.481699 0.343774
6 Sc 2.622906 1.143498 -2.028986
7 H 1.555156 0.051679 1.443431
8 H 1.756792 -1.458947 0.614868
9 H -0.121474 -1.420117 -0.319448
10 H -0.284896 -0.204651 -1.220311
11 H -2.274744 0.477525 -0.726491
12 H -2.368198 -0.480560 0.742882
13 H -2.434073 1.410136 0.738186

Forces on the atoms, in the same order (eV/Å):
O 1.3 2.1 -3.2
C 0.1 -1.1 0.3
C -1.3 -0.3 0.3
O 0.1 -0.6 0.4
C -0.3 -0.1 -0.5
Sc -0.2 -1.4 2.5
H -0.6 0.1 -0.7
H 0.2 0.4 -0.3
H -1.0 -0.2 1.7
H 1.9 1.0 -1.1
H 0.3 0.0 -0.1
H -0.3 0.6 0.3
H -0.2 -0.7 0.4

Electronic energy in hartree: -1029.32742
Net charge: +1
HOMO-LUMO gap (spin up / spin down) in eV: 6.8 / 6.8
Multiplicity: 2


Record 2
ORCA calculation (ωB97M-V with the def2-TZVPD basis set) on a 2-piece molecular cluster, C7H13N2S overall in a non-equilibrium geometry.

Cartesian coordinates (Å):
1 C -0.226264 -1.564027 0.781322
2 C -0.926580 1.760648 2.278577
3 C 0.073029 1.796032 1.413320
4 C -0.409469 0.415182 -1.968898
5 C -0.900189 -4.107498 1.700437
6 C 0.770951 1.390931 -1.832023
7 C 1.589493 1.093758 -0.514263
8 N 0.146422 -0.459476 0.676965
9 N 0.586165 0.813684 0.618520
10 S 0.318056 -4.365513 2.901910
11 H -1.334588 2.717914 2.669002
12 H -1.577329 0.824582 2.382894
13 H 0.747696 2.772965 1.347758
14 H -0.133203 -0.571924 -1.783227
15 H -1.240838 0.661743 -1.293674
16 H -0.822275 0.452390 -3.052468
17 H -0.576897 -4.583700 0.778549
18 H -1.939901 -3.875313 1.716581
19 H 0.509086 2.457976 -1.796698
20 H 1.462168 1.187163 -2.632266
21 H 2.245740 0.264978 -0.592554
22 H 2.061200 2.038902 -0.192901
23 H 0.961454 -4.964005 1.943723

Forces on the atoms, in the same order (eV/Å):
C 0.1 0.7 0.1
C -2.1 -0.7 -0.1
C 1.4 3.0 0.7
C -1.4 2.3 -2.2
C 2.7 -1.1 0.7
C 0.6 -0.9 1.4
C -2.9 1.7 0.5
N -0.2 0.3 0.6
N 1.7 -2.1 -1.6
S -3.1 1.0 -1.1
H 0.7 -1.0 0.1
H 1.0 1.5 -0.1
H -1.7 -2.2 -0.1
H 0.6 -1.6 0.2
H 0.2 0.0 -0.2
H 0.6 0.0 1.8
H -0.3 0.5 -0.2
H -0.5 0.8 0.8
H -0.2 -0.5 -0.3
H 0.3 0.3 -0.5
H 0.7 -0.7 0.0
H 0.3 -0.8 -0.1
H 1.4 -0.6 -0.3

Electronic energy in hartree: -781.74736
Net charge: +1
HOMO-LUMO gap in eV: 4.9


Record 3
ORCA calculation (ωB97M-V with the def2-TZVPD basis set) on a 2-piece molecular cluster, C6H17NO overall in a non-equilibrium geometry.

Cartesian coordinates (Å):
1 C 3.069377 0.759120 -0.309764
2 C 1.801544 -0.063176 -0.418702
3 C 0.507513 0.568180 -0.908122
4 C -0.710464 -0.393098 -0.821686
5 C -1.767476 -0.130848 -1.845768
6 N -1.138271 -0.451155 0.634731
7 C -1.119320 -1.774015 1.248855
8 H 2.897707 1.639359 0.321466
9 H 3.491545 0.971204 -1.285672
10 H 3.755374 0.259096 0.381140
11 H 1.574421 -0.450571 0.588259
12 H 1.929380 -1.061035 -0.873922
13 H 0.508367 0.996856 -1.914584
14 H 0.333367 1.382445 -0.195741
15 H -0.211349 -1.363823 -0.980522
16 H -1.790707 0.887378 -2.255567
17 H -2.777418 -0.366586 -1.497267
18 H -1.660960 -0.667640 -2.794609
19 H -2.113700 -0.192759 0.461515
20 H -1.496589 -2.606794 0.644668
21 H -1.594389 -1.648085 2.219344
22 H -0.093284 -2.096591 1.455511
23 O -1.293771 2.042536 3.054878
24 H -1.185665 1.156032 2.708284
25 H -0.915230 2.603972 2.383276

Forces on the atoms, in the same order (eV/Å):
C -0.4 -0.1 1.0
C -0.6 -1.7 0.8
C -0.5 0.6 0.2
C 3.1 -0.9 1.4
C -1.1 0.4 -1.1
N -1.3 0.6 -2.0
C 0.8 0.0 0.0
H -0.3 0.4 -0.8
H 0.3 0.3 0.1
H 0.4 -0.5 -0.7
H -0.1 0.5 0.2
H 0.5 0.5 -0.7
H 0.5 0.0 0.0
H -0.3 0.2 -0.3
H -0.6 -0.1 -0.4
H 0.0 0.2 0.8
H 0.1 0.0 0.1
H 0.3 -0.5 0.4
H 0.0 -0.1 1.2
H -0.6 0.2 0.1
H -0.3 -0.5 0.0
H 0.1 0.4 0.0
O -0.2 0.0 0.5
H 0.1 -0.3 -0.3
H 0.2 0.2 -0.3

Electronic energy in hartree: -368.75780
Net charge: 0
HOMO-LUMO gap in eV: 10.3
SMILES string: CCC[C@H](C)NC.O


Record 4
ORCA calculation (ωB97M-V with the def2-TZVPD basis set) on a 2-piece molecular cluster, C19H22NO4S2 overall in a non-equilibrium geometry.

Cartesian coordinates (Å):
1 C 2.302190 0.468660 1.395035
2 N 1.073526 1.005049 1.942608
3 C 0.817472 2.396204 1.624004
4 C 0.331567 0.298343 2.845084
5 S 0.818913 -1.252068 3.296919
6 S -1.050306 0.891335 3.590780
7 H 2.249512 -0.625469 1.394140
8 H 2.418453 0.832127 0.365206
9 H 3.177465 0.789911 1.975452
10 H -0.242923 2.628394 1.726655
11 H 1.399175 3.069068 2.268788
12 H 1.131483 2.561897 0.586090
13 C 4.543025 -0.160893 4.693887
14 O 3.334919 -0.584549 5.359889
15 C 2.327176 0.252542 5.625717
16 C 1.121961 -0.235107 6.091342
17 C 0.064850 0.661592 6.400577
18 C -1.273907 0.206267 6.325593
19 C -2.437379 0.988363 6.616203
20 C -3.538395 0.380123 7.298998
21 C -4.691783 1.074349 7.552057
22 C -4.852246 2.392115 7.049940
23 O -6.034994 3.001492 7.333177
24 C -6.263417 4.340916 6.824424
25 C -3.798704 2.999021 6.330031
26 C -2.599645 2.324949 6.180311
27 C 0.394747 2.010234 6.686647
28 C 1.544803 2.566816 6.157911
29 O 1.853336 3.859569 6.374890
30 C 2.526841 4.687512 5.385953
31 C 2.394344 1.697792 5.309417
32 O 3.075210 2.136602 4.358354
33 H 5.147390 -1.069677 4.705161
34 H 4.319780 0.144369 3.664812
35 H 5.042469 0.639495 5.254745
36 H 0.954604 -1.307561 6.132813
37 H -1.422805 -0.862850 6.136635
38 H -3.429446 -0.647479 7.641272
39 H -5.502691 0.652860 8.136336
40 H -7.234727 4.612435 7.232639
41 H -5.491625 5.045286 7.177538
42 H -6.298911 4.340228 5.723527
43 H -3.920621 4.001855 5.911822
44 H -1.780471 2.823007 5.662702
45 H -0.293700 2.660993 7.236070
46 H 2.658453 5.629588 5.919570
47 H 3.489275 4.261344 5.092730
48 H 1.869885 4.824063 4.514643

Forces on the atoms, in the same order (eV/Å):
C 0.0 -0.1 -0.2
N -0.2 0.2 0.0
C 0.0 -0.1 -0.1
C 0.4 -0.5 -0.1
S 0.2 -1.0 -0.5
S -0.9 1.1 -0.7
H 0.1 0.3 0.0
H 0.0 0.0 0.1
H -0.1 0.0 0.0
H 0.1 -0.1 0.1
H -0.1 -0.1 0.0
H -0.1 0.1 0.1
C -0.7 -0.3 0.2
O 0.8 -0.5 -0.3
C -1.5 0.8 0.8
C 1.8 -0.1 -0.6
C -2.6 -1.3 0.8
C 3.3 0.0 0.7
C -1.7 0.8 0.2
C 1.1 0.3 -0.6
C -0.5 1.1 -0.2
C 1.1 -0.3 -0.2
O -0.3 0.9 -0.3
C 0.3 -0.9 0.2
C -1.1 0.0 0.7
C 0.4 -0.7 -0.1
C 1.2 2.2 -0.5
C -1.3 -1.6 0.0
O 0.4 1.0 0.1
C -0.5 -0.6 0.5
C 0.3 -0.1 -0.8
O -0.2 -0.2 0.9
H 0.1 0.2 -0.1
H 0.2 0.0 0.4
H -0.1 -0.1 -0.2
H 0.1 0.2 -0.1
H 0.1 0.4 0.0
H 0.0 0.2 -0.1
H 0.0 0.0 -0.1
H 0.1 0.1 -0.1
H -0.2 -0.3 -0.1
H 0.1 0.0 0.3
H 0.1 -0.4 0.2
H -0.3 -0.3 -0.1
H 0.3 -0.3 -0.3
H 0.0 0.0 -0.2
H -0.3 0.1 0.0
H 0.3 -0.1 0.1

Electronic energy in hartree: -1889.24071
Net charge: -1
HOMO-LUMO gap in eV: 5.4